132
Properties=species:S:1:pos:R:3:mulliken_charge:R:1 method="wB97M-V/def2-TZVPD" fmax_ev_per_a=6.2 energy_ha=-6195.6399 smiles="C[C@@H](Cl)[C@@H](Cl)c1c(COO)c(CCC(N)=O)c2c(c1N=C=O)C(=O)c1c(cc(COCOCCO)c(P(N)O)c1S(C)(=O)=O)C2=O.CCOC(=O)C(F)(F)F.CCOC(=O)C(F)(F)F.CCOC(=O)C(F)(F)F.CCOC(=O)C(F)(F)F" orbital_gap_ev=7.39
C 6.36692 -3.02120 5.32905 -1.31
C 6.10238 -2.56930 3.82314 -0.03
Cl 4.29231 -2.18859 3.75626 -0.17
C 7.00588 -1.29528 3.40646 -0.31
Cl 8.54184 -1.76710 2.56361 -0.13
C 6.07708 -0.34526 2.53071 -0.63
C 5.69560 -0.65728 1.11664 1.80
C 6.18938 -1.97034 0.37509 -1.20
O 7.44346 -1.69862 -0.26338 -0.12
O 7.52490 -2.51402 -1.38496 -0.47
C 4.78221 0.26862 0.34759 -0.19
C 4.33058 -0.00303 -1.12811 -1.29
C 5.54665 0.31646 -2.11779 -0.09
C 6.21288 1.72113 -1.88054 0.16
N 7.28474 1.94015 -0.93759 -0.52
O 5.86170 2.69638 -2.54059 -0.56
C 4.29198 1.46465 1.07620 1.47
C 4.65524 1.79488 2.50137 0.02
C 5.56287 0.87709 3.22157 0.41
N 5.92776 1.19519 4.62141 -0.55
C 7.06213 1.74718 4.55915 0.70
O 8.07217 2.26376 4.80344 -0.42
C 4.01060 3.08646 3.15713 -0.85
O 4.63889 3.87350 3.81188 -0.44
C 2.46211 3.23421 2.82054 0.38
C 2.11595 2.93009 1.39796 0.08
C 0.72593 2.98270 0.89370 -1.37
C -0.32839 3.35213 1.90065 0.57
C -1.81015 3.35116 1.34423 -0.70
O -1.84506 2.30050 0.33272 -0.39
C -2.61807 1.19234 0.77050 -0.42
O -3.92934 1.26534 0.20037 -0.37
C -4.61576 0.00922 0.26959 -0.41
C -5.52510 -0.04307 1.57917 -0.21
O -5.31192 -1.25463 2.34106 -0.54
C 0.01979 3.66435 3.33806 0.94
P -1.38467 4.09669 4.49646 0.07
N -2.11369 2.51553 4.86948 -0.58
O -2.58130 5.04868 3.73913 -0.49
C 1.42218 3.60722 3.85168 -0.02
S 2.03284 3.94897 5.52955 1.63
C 0.80717 4.06898 6.86788 -1.09
O 2.72234 5.26194 5.47277 -0.66
O 3.05718 2.98454 6.01142 -0.64
C 3.28599 2.49644 0.41552 -0.60
O 3.40779 2.94367 -0.69954 -0.52
H 6.10652 -2.18266 6.04456 0.35
H 5.60966 -3.84332 5.53566 0.37
H 7.40446 -3.42154 5.49022 0.32
H 6.27488 -3.46293 3.16554 0.43
H 7.29550 -0.81566 4.38444 0.41
H 5.41808 -2.30311 -0.39027 0.37
H 6.28749 -2.82297 1.12242 0.23
H 8.26478 -2.13760 -1.90568 0.32
H 4.00435 -1.07379 -1.30945 0.51
H 3.46429 0.63672 -1.46964 0.40
H 5.17391 0.24644 -3.17545 0.59
H 6.37170 -0.45711 -2.01653 0.04
H 7.22071 2.87923 -0.53261 0.31
H 7.28920 1.21891 -0.20799 0.27
H 0.50623 2.73552 -0.17273 0.47
H -2.04138 4.30630 0.77812 0.24
H -2.58803 3.18129 2.13480 0.33
H -2.63909 1.07119 1.89984 0.39
H -2.12508 0.24854 0.36686 0.31
H -5.29180 -0.04204 -0.63841 0.30
H -3.94724 -0.89780 0.23408 0.30
H -6.62551 0.00748 1.31799 0.26
H -5.29977 0.89407 2.17473 0.20
H -6.17068 -1.71559 2.40836 0.36
H -2.77258 2.69482 5.63843 0.26
H -1.36574 1.88726 5.20151 0.27
H -3.39450 4.49267 3.79780 0.36
H 1.38000 4.25631 7.82931 0.35
H 0.16722 4.98801 6.70897 0.44
H 0.18409 3.14537 7.01873 0.31
C 3.00970 2.52422 -3.91232 -0.49
C 3.19541 3.58207 -4.97814 -0.58
O 2.69678 3.12363 -6.24937 -0.32
C 1.37395 3.22023 -6.43266 0.36
O 0.60306 3.65275 -5.62217 -0.53
C 0.99771 2.74548 -7.83584 0.90
F 1.60574 1.59058 -8.16916 -0.26
F 1.34463 3.64775 -8.77917 -0.24
F -0.31987 2.53301 -7.97409 -0.26
H 3.46824 1.58244 -4.22392 0.28
H 3.45910 2.84260 -2.97388 0.08
H 1.95014 2.32073 -3.73825 0.40
H 4.25901 3.78060 -5.11460 0.32
H 2.72449 4.52572 -4.69611 0.34
C -8.15455 -5.98617 -0.52436 -1.11
C -9.44357 -5.53188 0.13027 -0.21
O -9.19956 -5.05977 1.46709 -0.27
C -8.74189 -3.80505 1.57357 0.32
O -8.52921 -3.07607 0.64578 -0.54
C -8.57603 -3.42430 3.04358 1.03
F -7.96743 -4.38767 3.75909 -0.26
F -9.76156 -3.19751 3.64026 -0.29
F -7.84526 -2.30589 3.20880 -0.30
H -7.65248 -6.73240 0.09547 0.30
H -8.35314 -6.41697 -1.50652 0.38
H -7.45969 -5.15340 -0.64630 0.31
H -10.12742 -6.37685 0.21950 0.32
H -9.95019 -4.76805 -0.46278 0.31
C -9.55363 -6.17252 5.49450 -0.91
C -10.35375 -7.35505 4.98715 -0.23
O -9.73488 -8.59395 5.37036 -0.34
C -9.97666 -9.01034 6.62270 0.37
O -10.65800 -8.42275 7.41444 -0.50
C -9.29947 -10.35740 6.87403 0.88
F -8.02994 -10.38362 6.42435 -0.25
F -9.94944 -11.36285 6.25471 -0.25
F -9.25151 -10.67207 8.17638 -0.24
H -8.51737 -6.24036 5.16052 0.28
H -9.98093 -5.23669 5.13544 0.20
H -9.53556 -6.14800 6.58571 0.39
H -10.37462 -7.34251 3.89637 0.28
H -11.38977 -7.31818 5.32998 0.33
C 2.21433 3.93153 -11.17271 -0.91
C 2.18351 4.46950 -12.58935 -0.36
O 3.47550 4.96767 -12.97695 -0.31
C 4.36377 4.04845 -13.38137 0.36
O 4.14710 2.87049 -13.43453 -0.51
C 5.66815 4.72227 -13.80679 0.87
F 6.07160 5.65836 -12.92637 -0.25
F 5.54187 5.34125 -14.99776 -0.25
F 6.67973 3.85030 -13.92963 -0.24
H 2.59118 4.68917 -10.48367 0.30
H 1.21951 3.62935 -10.85756 0.33
H 2.87951 3.06953 -11.09349 0.31
H 1.49549 5.31410 -12.64577 0.34
H 1.83054 3.71809 -13.29866 0.33